Record 1
{"formula": "C10H30Br2CuN6O4", "method": "ωB97M-V with the def2-TZVPD basis set", "lumo_ha": [-0.0665, -0.1412], "s2": 0.841, "gap_ev": [6.69, 2.96], "total_charge": 0, "multiplicity": 2, "symbols": ["Cu", "Br", "Br", "C", "O", "N", "N", "H", "H", "H", "H", "C", "O", "N", "N", "H", "H", "H", "H", "C", "C", "C", "O", "C", "N", "H", "H", "H", "H", "H", "H", "H", "H", "H", "H", "H", "C", "C", "C", "O", "C", "N", "H", "H", "H", "H", "H", "H", "H", "H", "H", "H", "H"], "positions_angstrom": [[1.292907, -0.736903, -2.150271], [1.437385, -3.280499, -5.174429], [3.741373, 2.124595, -3.580772], [-2.392493, -3.490244, 0.649887], [-1.507549, -3.006058, 0.021415], [-2.318121, -4.502570, 1.532728], [-3.621786, -3.037874, 0.704582], [-1.501697, -5.024952, 1.816767], [-3.185956, -4.778468, 1.969585], [-4.298664, -3.648123, 1.139923], [-3.963813, -2.265151, 0.151398], [0.334702, 2.290794, 2.024175], [0.603590, 1.509539, 1.108403], [-0.014397, 1.958123, 3.169575], [0.493462, 3.568851, 2.088236], [-0.046118, 0.979414, 3.417009], [-0.441241, 2.652019, 3.766578], [0.783807, 3.776394, 3.033076], [0.967620, 4.008089, 1.312120], [-2.744226, 3.084012, -3.874591], [-3.257240, 1.946137, -2.925889], [-4.777664, 1.728085, -3.168059], [-5.302520, 0.768921, -2.306452], [-6.638790, 0.387925, -2.526244], [-2.575176, 0.705327, -3.403595], [-1.657767, 3.097978, -3.787873], [-3.261090, 4.009345, -3.620210], [-2.993313, 2.836957, -4.906590], [-2.993373, 2.075179, -1.876201], [-4.986567, 1.433008, -4.196356], [-5.295212, 2.655448, -2.922607], [-6.954954, -0.432117, -1.881528], [-6.961679, 0.093918, -3.524946], [-7.292069, 1.206751, -2.224806], [-2.495427, 0.847814, -4.400301], [-3.282655, -0.006264, -3.288616], [4.878097, -2.784902, 2.580975], [4.433704, -1.531181, 1.875308], [5.499340, -0.414344, 1.884768], [5.632859, 0.108783, 3.170228], [5.725281, 1.449256, 3.302289], [4.152432, -1.890057, 0.506625], [5.881589, -3.159897, 2.379773], [4.218624, -3.646000, 2.472797], [4.786997, -2.577809, 3.647236], [3.437879, -1.333842, 2.272148], [5.279665, 0.322900, 1.112550], [6.458664, -0.877467, 1.653860], [5.005827, 1.809831, 4.037464], [5.758146, 1.975574, 2.348341], [6.636501, 1.594438, 3.882539], [4.276767, -2.884263, 0.633914], [5.044339, -1.696424, 0.074069]], "atomic_forces_ev_per_a": [[0.3, 0.3, -0.2], [0.0, 0.3, 0.3], [-0.4, -0.5, 0.2], [0.7, -0.4, 1.0], [2.1, 0.7, -1.4], [0.5, -2.4, 1.5], [-4.0, 1.5, -0.4], [0.0, 0.4, -0.6], [0.6, -0.2, 0.1], [-0.2, 0.7, -0.3], [0.3, -0.3, 0.0], [2.2, -2.6, -5.8], [-0.3, 0.4, -0.3], [-3.1, -4.6, 7.9], [1.3, 5.8, -1.6], [-0.3, 0.2, 0.0], [0.0, -0.7, 0.1], [0.3, 1.2, -0.7], [0.0, 0.2, 0.2], [-0.7, -0.8, 1.3], [-0.2, -0.8, -2.2], [0.1, 1.4, 0.8], [0.3, -1.9, 0.5], [-0.9, 0.6, 0.6], [-0.2, 0.5, 0.5], [-0.1, 0.5, 0.0], [0.5, 0.2, 0.0], [-0.1, -0.1, 0.0], [-0.3, 0.3, 0.0], [0.3, 0.2, -0.3], [-0.2, 0.5, -0.4], [0.7, -0.1, 0.2], [0.7, 0.1, -0.5], [-0.2, 0.3, -0.1], [0.2, -0.4, -0.3], [0.2, -0.7, 0.1], [0.2, -0.2, 2.1], [-0.3, -0.2, 0.3], [-0.7, -0.9, 0.6], [-0.8, -2.1, -0.2], [1.1, 1.5, 1.5], [0.9, -0.6, -1.1], [0.2, 0.4, -0.2], [-0.4, 0.1, -0.5], [0.5, -0.1, 0.3], [0.3, 1.1, 0.6], [-0.2, 0.3, 0.1], [0.1, -0.3, -0.5], [-0.8, 0.3, -0.6], [-0.2, 0.3, 0.2], [0.6, 0.7, -0.4], [-0.8, -0.6, -1.2], [0.1, 0.3, -1.1]]}


Record 2
{"formula": "C10H30F2HgNO9S2", "method": "ωB97M-V with the def2-TZVPD basis set", "lumo_ha": [-0.3211, -0.4640], "s2": 0.764, "gap_ev": [8.58, 4.69], "total_charge": 2, "multiplicity": 2, "symbols": ["Hg", "N", "S", "O", "O", "F", "S", "O", "O", "F", "C", "C", "O", "H", "H", "H", "H", "H", "H", "C", "C", "O", "H", "H", "H", "H", "H", "H", "C", "C", "O", "H", "H", "H", "H", "H", "H", "C", "C", "O", "H", "H", "H", "H", "H", "H", "C", "C", "O", "H", "H", "H", "H", "H", "H"], "positions_angstrom": [[11.330420, 23.107560, -23.151050], [9.666960, 22.500290, -21.854880], [8.735210, 23.212360, -20.872600], [8.644440, 22.698250, -19.512600], [7.614790, 23.928210, -21.412770], [9.805230, 24.401100, -20.547170], [8.566590, 21.208740, -21.935180], [7.468480, 21.416440, -22.839150], [8.357480, 20.315430, -20.788680], [9.448260, 20.144120, -22.854600], [7.871590, 25.713650, -24.623850], [8.906070, 24.572080, -24.780700], [10.079200, 24.968910, -23.995910], [7.137150, 25.651220, -23.820860], [7.311740, 25.835020, -25.551170], [8.350340, 26.692850, -24.631500], [9.241650, 24.492680, -25.814710], [8.669640, 23.531740, -24.557340], [10.158290, 25.917090, -24.123560], [12.550610, 25.882600, -19.848710], [13.183760, 25.251880, -21.166470], [12.605470, 24.021020, -21.447560], [12.535270, 25.184570, -19.011680], [11.514800, 26.190020, -19.992560], [13.156690, 26.742690, -19.564070], [14.258250, 25.068870, -21.157240], [13.007480, 25.877430, -22.041520], [12.786760, 23.466840, -20.684920], [13.806620, 25.632420, -25.806810], [12.938750, 24.368940, -25.771400], [13.024410, 23.718330, -24.540510], [13.671970, 26.119780, -26.772440], [14.867860, 25.457140, -25.630340], [13.528610, 26.299070, -24.990490], [13.387690, 23.689150, -26.495590], [11.915120, 24.530400, -26.109340], [13.965560, 23.641770, -24.367380], [11.138850, 19.481860, -25.436430], [11.293700, 20.975150, -25.754330], [10.540270, 21.722820, -24.848170], [11.666610, 19.095640, -24.564420], [11.771380, 18.923700, -26.126700], [10.110890, 19.126810, -25.363360], [11.106500, 21.225240, -26.798610], [12.360430, 21.104900, -25.571700], [9.659650, 21.389480, -25.035230], [14.862250, 21.183830, -22.135750], [13.754930, 20.787120, -23.047980], [12.503890, 21.127470, -22.517510], [15.818650, 21.036890, -22.637550], [14.790670, 20.814910, -21.112580], [14.724870, 22.258440, -22.015540], [13.877130, 19.714280, -23.196940], [14.044900, 21.187350, -24.019490], [12.359540, 20.393930, -21.915270]], "atomic_forces_ev_per_a": [[1.1, 0.7, -0.8], [-2.2, -3.1, 0.5], [1.9, 9.0, 5.1], [-0.8, -0.6, -1.3], [0.3, -1.3, 0.3], [-1.2, -1.0, -0.9], [-1.7, -10.6, -3.3], [1.3, 1.5, 1.1], [1.0, 3.5, -1.6], [0.0, 2.1, 1.1], [-0.4, -0.6, -1.1], [0.1, 1.4, -0.4], [-0.2, -1.1, 0.2], [0.4, -0.2, 0.1], [-0.3, -0.5, -0.1], [0.5, 0.0, 0.5], [-0.1, 0.3, -0.2], [-0.5, 0.3, 0.7], [0.3, 0.2, 0.2], [0.9, -0.3, -1.3], [-0.1, 2.2, 1.1], [-0.9, -1.9, -0.3], [0.3, -0.2, -0.1], [0.2, 0.1, -0.3], [-0.1, 0.0, 0.1], [0.2, 0.4, 0.6], [-0.2, 0.2, 0.1], [-0.1, -0.5, 0.1], [-0.7, 0.0, 0.5], [1.4, 0.8, -2.5], [-0.2, -0.4, 1.3], [0.1, 0.1, 0.1], [0.1, -0.4, -0.3], [-0.3, 0.3, -0.2], [-0.2, -0.2, -0.3], [-0.1, 0.1, 0.6], [0.2, -0.2, 0.5], [0.6, -0.5, -0.4], [2.2, -2.5, 0.0], [-0.8, 1.0, -0.1], [-0.3, 0.9, 0.8], [-0.8, -0.1, -0.9], [0.0, -0.1, -0.5], [-0.4, 0.1, 0.1], [0.0, 0.9, 0.0], [-0.7, 0.3, 0.6], [0.0, 1.6, 0.4], [2.6, -1.5, -0.6], [-0.5, -0.1, -0.2], [0.1, -0.3, 0.5], [0.3, -0.6, -0.2], [0.4, 0.4, 0.1], [-0.8, -0.3, -0.1], [-1.1, 0.5, -0.2], [-0.8, 0.0, 0.4]]}


Record 3
{"formula": "C10H30FN8O19PS2", "method": "ωB97M-V with the def2-TZVPD basis set", "lumo_ha": -0.0119, "gap_ev": 8.85, "total_charge": 0, "symbols": ["C", "C", "C", "O", "N", "P", "O", "O", "S", "S", "O", "O", "F", "H", "H", "H", "H", "H", "H", "H", "H", "H", "C", "N", "O", "O", "H", "H", "H", "C", "N", "O", "O", "H", "H", "H", "C", "N", "O", "O", "H", "H", "H", "C", "N", "O", "O", "H", "H", "H", "C", "N", "O", "O", "H", "H", "H", "C", "N", "O", "O", "H", "H", "H", "C", "N", "O", "O", "H", "H", "H"], "positions_angstrom": [[0.968595, 0.422297, -0.930664], [0.213717, 1.796886, -1.184735], [-0.732527, 1.722518, -2.438769], [-2.156598, 1.729200, -2.132940], [-2.348477, 0.922810, -1.054017], [-3.120384, -0.610098, -1.462562], [-4.051794, -1.153793, -0.188627], [-4.067560, -0.544813, -2.825372], [-1.672163, -1.900929, -1.728973], [-3.089902, 1.755525, 0.263140], [-2.566664, 3.142318, 0.335895], [-4.569536, 1.802533, 0.204628], [-2.581669, 0.968407, 1.611923], [1.872308, 0.668189, -0.317967], [1.283554, -0.056295, -1.895630], [0.359531, -0.272749, -0.328299], [-0.273168, 2.142215, -0.245719], [1.022266, 2.541706, -1.409142], [-0.428432, 2.543176, -3.132828], [-0.539878, 0.777329, -3.012999], [-3.485886, -1.775601, 0.306776], [-3.826901, 0.223813, -3.371559], [2.215260, -2.151982, 3.076381], [2.038039, -1.657032, 1.687473], [1.289132, -0.722792, 1.514501], [2.658693, -2.230549, 0.813996], [1.604221, -1.550381, 3.741858], [1.898263, -3.192837, 3.096620], [3.269116, -2.054980, 3.327241], [-0.510006, -5.766008, 0.259247], [-1.130167, -4.848121, 1.249377], [-2.216332, -4.383046, 0.978108], [-0.501516, -4.626391, 2.263074], [-1.180803, -5.867482, -0.588418], [0.437299, -5.327579, -0.047760], [-0.359127, -6.724109, 0.751060], [-0.919929, 5.834124, 1.440954], [0.445440, 6.390761, 1.262589], [0.539588, 7.563284, 0.966861], [1.373691, 5.628521, 1.425642], [-1.644308, 6.623489, 1.264711], [-1.043195, 5.029032, 0.720460], [-0.992404, 5.463647, 2.460674], [6.825343, -1.706852, 2.649929], [5.712173, -0.921960, 3.241314], [5.407068, 0.115065, 2.697585], [5.183512, -1.380265, 4.234694], [7.196563, -1.179981, 1.776153], [7.601012, -1.796518, 3.406781], [6.428598, -2.681665, 2.375321], [4.283937, -4.511156, -1.454508], [3.348537, -5.588705, -1.042035], [2.199446, -5.511568, -1.423649], [3.802385, -6.472435, -0.348889], [3.743310, -3.794359, -2.064978], [4.658779, -4.041151, -0.548638], [5.088622, -4.972865, -2.022161], [-0.371665, 3.732062, -6.479632], [-1.266294, 2.616027, -6.080029], [-2.418607, 2.661632, -6.449166], [-0.776147, 1.732377, -5.407378], [-0.942594, 4.440777, -7.071606], [-0.001672, 4.197835, -5.568941], [0.441744, 3.306781, -7.062757], [-5.405113, 1.802372, 3.115875], [-5.985625, 2.080763, 4.454804], [-5.813123, 1.253314, 5.324531], [-6.593868, 3.121559, 4.582993], [-4.895801, 0.844344, 3.151620], [-6.222335, 1.776399, 2.400100], [-4.707562, 2.603955, 2.886432]], "atomic_forces_ev_per_a": [[-0.1, 1.1, 0.0], [0.9, -0.7, -0.5], [2.1, -0.5, 0.0], [0.3, 1.0, -0.5], [-2.1, -1.3, 2.0], [0.8, -3.9, -0.7], [0.8, 1.9, -1.8], [0.8, 1.1, 2.6], [-0.7, 0.8, 0.0], [-2.5, 5.6, 0.7], [0.1, -3.8, 0.0], [3.3, -1.8, 0.3], [-0.6, 0.6, -2.5], [-0.7, -0.4, -0.6], [-0.3, 0.4, 0.9], [0.3, 0.4, -0.8], [0.2, -0.2, -0.8], [-0.9, -0.4, 0.1], [-1.3, -0.4, 0.6], [-0.2, 0.8, 0.6], [0.0, 0.0, -0.3], [-0.1, -0.1, 0.0], [0.0, -0.1, 0.3], [-0.2, 0.0, 0.4], [0.2, -0.3, 0.5], [0.1, -0.1, -0.2], [0.0, 0.0, -0.1], [0.1, 0.0, -0.1], [-0.1, -0.1, 0.0], [0.0, -0.1, -0.2], [-0.1, -0.1, -0.3], [-0.1, 0.1, 0.2], [0.0, 0.1, 0.1], [0.0, 0.1, 0.1], [-0.1, -0.1, 0.1], [0.1, 0.1, 0.0], [-0.3, 0.0, -0.1], [-0.1, 0.1, 0.0], [0.1, 0.1, 0.0], [0.1, 0.0, 0.0], [0.1, 0.0, 0.0], [0.0, -0.1, 0.2], [0.1, -0.1, -0.1], [0.2, 0.0, -0.2], [0.2, 0.1, -0.1], [-0.1, 0.0, 0.0], [0.0, 0.0, 0.1], [-0.1, 0.0, 0.1], [-0.1, -0.1, 0.0], [0.0, 0.0, 0.1], [0.0, 0.3, -0.2], [0.1, 0.1, 0.0], [-0.1, -0.1, 0.0], [-0.1, 0.0, 0.0], [-0.1, -0.1, 0.1], [0.0, -0.1, 0.0], [0.0, 0.0, 0.1], [0.0, 0.3, -0.2], [-0.1, 0.1, -0.1], [-0.1, -0.1, 0.1], [0.0, 0.0, -0.1], [0.0, -0.1, 0.1], [0.1, -0.1, 0.0], [0.0, 0.0, 0.1], [0.1, -0.2, -0.1], [0.1, -0.1, 0.0], [0.0, 0.0, 0.1], [0.0, 0.0, 0.0], [-0.1, 0.1, 0.1], [0.1, 0.2, 0.0], [-0.2, 0.1, 0.0]]}


Record 4
{"formula": "C10H30IO5", "method": "ωB97M-V with the def2-TZVPD basis set", "lumo_ha": 0.1160, "gap_ev": 8.35, "total_charge": -1, "symbols": ["I", "C", "C", "O", "H", "H", "H", "H", "H", "H", "C", "C", "O", "H", "H", "H", "H", "H", "H", "C", "C", "O", "H", "H", "H", "H", "H", "H", "C", "C", "O", "H", "H", "H", "H", "H", "H", "C", "C", "O", "H", "H", "H", "H", "H", "H"], "positions_angstrom": [[5.940230, -12.719930, -6.861370], [4.493640, -16.244650, -5.122480], [3.117880, -16.031780, -5.704020], [3.300650, -15.087430, -6.823850], [5.251210, -16.671390, -5.779810], [4.334650, -16.841240, -4.224200], [4.766560, -15.236940, -4.809200], [2.520890, -15.506160, -4.958760], [2.750310, -17.005770, -6.027050], [3.926330, -14.414690, -6.545380], [7.532680, -7.378950, -6.417640], [6.519800, -8.550880, -6.286330], [7.178640, -9.502350, -5.534020], [7.228420, -6.609250, -7.126930], [8.480990, -7.768480, -6.787890], [7.599960, -6.841350, -5.471830], [6.146220, -8.871130, -7.258940], [5.596700, -8.409110, -5.724280], [6.903340, -10.315050, -5.964510], [9.643100, -11.124020, -7.411000], [9.910120, -12.406810, -8.147650], [9.455280, -13.534040, -7.395790], [8.679510, -10.791980, -7.797430], [10.356990, -10.412630, -7.826200], [9.665440, -10.989640, -6.329550], [10.959560, -12.648030, -8.316740], [9.426050, -12.437900, -9.123770], [8.512600, -13.547190, -7.576840], [3.721340, -12.109830, -11.203830], [2.694890, -12.554040, -10.214280], [3.180190, -13.538200, -9.267300], [3.636820, -11.187100, -11.777870], [4.021860, -12.903370, -11.888000], [4.724820, -11.918390, -10.823720], [1.777480, -12.958900, -10.641520], [2.355220, -11.682890, -9.654070], [3.873260, -13.164630, -8.718040], [7.984650, -8.851870, -9.893990], [6.824550, -9.803060, -10.085730], [7.201610, -11.124070, -9.701720], [8.312490, -8.922670, -8.856880], [7.655080, -7.874910, -10.247600], [8.863700, -9.080100, -10.496720], [6.391560, -9.767160, -11.085400], [5.932760, -9.584410, -9.498370], [6.889030, -11.402400, -8.837760]], "atomic_forces_ev_per_a": [[0.0, 0.3, 0.0], [-0.6, 0.4, 1.0], [1.8, 1.6, -1.5], [-1.4, -1.9, 0.5], [-0.3, 0.0, -0.1], [0.5, -0.2, 0.2], [0.7, -0.2, 0.2], [-0.5, -0.6, 0.1], [-0.7, 0.5, -0.4], [0.3, 0.2, 0.1], [-1.5, 0.3, -0.2], [0.0, 1.7, 0.1], [0.7, -1.4, -0.2], [-0.3, 0.0, -0.3], [0.0, -0.1, 0.4], [0.5, -0.3, 0.2], [0.5, -0.4, -0.3], [-0.3, 1.3, -0.1], [0.2, -1.1, 0.4], [-0.1, 1.4, -1.4], [0.5, -1.6, 1.0], [0.0, -0.1, -0.4], [-0.1, 0.2, 0.5], [0.1, 0.5, 0.0], [0.1, -0.9, -0.1], [0.3, 0.5, 0.1], [0.0, 0.5, -0.1], [-0.5, -0.3, 0.5], [2.1, -0.4, -1.2], [0.1, 0.2, 1.8], [-0.9, 0.3, -1.5], [-1.2, 0.0, -0.1], [-0.6, -0.2, -0.4], [-0.1, -0.1, 1.3], [0.3, -0.3, -0.3], [-0.1, 0.3, 0.2], [0.4, 0.3, 0.2], [-0.3, 0.0, -0.3], [-0.4, -1.1, 0.9], [0.6, 0.0, -1.7], [-0.1, 0.6, 0.0], [0.1, 0.4, 0.6], [-0.1, -0.5, -0.2], [0.5, -0.4, -0.5], [0.1, 0.8, 0.5], [-0.6, 0.1, 0.5]]}


| no. | E (Eh) | F_max (eV/Å) |
| --- | --- | --- |
| 1 | -7816.7932 | 9.7 |
| 2 | -2279.5435 | 11.2 |
| 3 | -3503.4990 | 6.2 |
| 4 | -1072.9174 | 2.8 |